{
  "formula": "CH3ClIN",
  "method": "ωB97M-V with the def2-TZVPD basis set",
  "smiles": "C=NCl.I",
  "relative_energy_kj_mol": 132.9,
  "e_tot_ha": -852.46883,
  "orbital_gap_ev": 10.628,
  "e_lumo_ev": 0.751,
  "charge": 0,
  "symbols": ["C", "N", "Cl", "I", "H", "H", "H"],
  "positions_angstrom": [[-1.44, -0.16, 0.15], [-0.49, 0.55, -0.34], [-1.04, 2.06, -1.01], [3.30, -1.02, -0.39], [-2.46, 0.09, 0.18], [-1.15, -1.22, 0.47], [3.28, -0.29, 0.93]],
  "lowdin_charge": [-0.174, -0.456, 0.501, 0.428, 0.036, 0.099, -0.434]
}

{
  "formula": "CH3ClN2",
  "method": "ωB97M-V with the def2-TZVPD basis set",
  "smiles": "N=C=NCl.[H][H]",
  "relative_energy_kj_mol": 348.8,
  "e_tot_ha": -609.49986,
  "orbital_gap_ev": 10.672,
  "e_lumo_ev": 0.498,
  "charge": 0,
  "symbols": ["C", "N", "N", "Cl", "H", "H", "H"],
  "positions_angstrom": [[1.68, -1.19, 0.05], [0.76, -1.83, -0.36], [2.61, -0.71, 0.68], [3.43, 0.47, -0.20], [0.60, 1.07, 0.15], [-0.15, -1.52, -0.15], [0.13, 1.52, 0.53]],
  "lowdin_charge": [-0.500, 0.197, -0.380, 0.569, 0.001, 0.056, 0.057]
}

{
  "formula": "CH3ClN2O2",
  "method": "ωB97M-V with the def2-TZVPD basis set",
  "relative_energy_kj_mol": 565.5,
  "e_tot_ha": -759.79604,
  "orbital_gap_ev": [8.824, 6.236],
  "e_lumo_ev": [-1.334, -2.941],
  "charge": 0,
  "symbols": ["C", "N", "N", "O", "O", "Cl", "H", "H", "H"],
  "positions_angstrom": [[0.69, -1.55, -0.42], [-0.67, 0.39, 0.52], [-0.48, 1.49, -0.18], [0.03, 1.30, -1.25], [-0.87, 2.56, 0.25], [-0.81, 0.64, 2.18], [0.73, -2.06, 0.58], [-0.15, -1.87, -0.98], [1.53, -0.90, -0.71]],
  "lowdin_charge": [0.216, -0.394, -0.603, 0.032, 0.010, 0.653, 0.041, 0.010, 0.036]
}

{
  "formula": "CH3ClN2O2",
  "method": "ωB97M-V with the def2-TZVPD basis set",
  "smiles": "[O-]/[NH+]=N/[C@H](O)Cl",
  "relative_energy_kj_mol": 259.9,
  "e_tot_ha": -759.91244,
  "orbital_gap_ev": 10.176,
  "e_lumo_ev": -0.597,
  "charge": 0,
  "symbols": ["C", "N", "N", "O", "O", "Cl", "H", "H", "H"],
  "positions_angstrom": [[-0.64, -0.48, -0.43], [0.41, 1.38, 0.51], [-0.72, 1.00, 0.09], [0.67, 2.47, 1.03], [-0.44, -2.02, 0.12], [0.76, -0.48, -1.54], [0.34, -1.83, 0.72], [-1.54, -0.70, -0.84], [1.15, 0.66, 0.34]],
  "lowdin_charge": [-0.529, -0.265, 0.067, 0.011, -0.171, 0.665, 0.064, 0.051, 0.107]
}

What did the first record say?
{
  "formula": "CH3ClIN",
  "method": "ωB97M-V with the def2-TZVPD basis set",
  "smiles": "C=NCl.I",
  "relative_energy_kj_mol": 132.9,
  "e_tot_ha": -852.46883,
  "orbital_gap_ev": 10.628,
  "e_lumo_ev": 0.751,
  "charge": 0,
  "symbols": ["C", "N", "Cl", "I", "H", "H", "H"],
  "positions_angstrom": [[-1.44, -0.16, 0.15], [-0.49, 0.55, -0.34], [-1.04, 2.06, -1.01], [3.30, -1.02, -0.39], [-2.46, 0.09, 0.18], [-1.15, -1.22, 0.47], [3.28, -0.29, 0.93]],
  "lowdin_charge": [-0.174, -0.456, 0.501, 0.428, 0.036, 0.099, -0.434]
}

Number 3 is which compound? CH3ClN2O2